1.
{
  "formula": "C54H45BrCl2N9NaO4",
  "method": "ωB97M-V/def2-TZVPD",
  "symbols": ["Na", "C", "C", "C", "C", "C", "C", "C", "C", "N", "C", "O", "C", "C", "C", "C", "C", "N", "C", "O", "N", "C", "C", "C", "C", "C", "C", "C", "C", "H", "H", "H", "H", "H", "H", "H", "H", "H", "H", "H", "H", "H", "H", "H", "H", "H", "H", "H", "H", "H", "O", "C", "C", "C", "N", "C", "Br", "C", "H", "H", "H", "H", "Cl", "C", "C", "C", "Cl", "C", "C", "C", "C", "N", "C", "C", "O", "H", "H", "H", "H", "C", "C", "N", "C", "C", "C", "C", "C", "C", "C", "C", "N", "C", "N", "H", "H", "H", "H", "H", "H", "H", "H", "H", "N", "C", "C", "C", "C", "C", "C", "H", "H", "H", "H", "H", "H", "H"],
  "xyz": [[-0.90, -0.70, 0.72], [-1.13, 4.59, 0.00], [-1.80, 3.94, -1.18], [-1.81, 4.57, -2.42], [-2.53, 4.05, -3.49], [-3.28, 2.90, -3.30], [-3.27, 2.23, -2.08], [-4.12, 1.02, -1.86], [-2.47, 2.72, -1.02], [-2.29, 1.94, 0.13], [-3.28, 1.88, 1.00], [-4.36, 2.50, 1.03], [-3.02, 0.85, 2.10], [-4.11, 0.15, 2.61], [-3.87, -0.88, 3.50], [-2.57, -1.12, 3.91], [-1.54, -0.34, 3.40], [-1.76, 0.61, 2.47], [-0.14, -0.55, 3.99], [-0.02, -1.51, 4.79], [0.76, 0.33, 3.61], [1.95, 0.41, 4.33], [1.94, 0.76, 5.70], [0.64, 0.95, 6.43], [3.14, 0.98, 6.37], [4.36, 0.88, 5.72], [4.37, 0.55, 4.38], [3.19, 0.32, 3.67], [3.28, -0.03, 2.21], [-0.57, 5.47, -0.31], [-1.88, 4.89, 0.73], [-0.45, 3.91, 0.51], [-1.26, 5.50, -2.54], [-2.52, 4.55, -4.45], [-3.87, 2.49, -4.11], [-4.47, 0.61, -2.82], [-5.00, 1.28, -1.26], [-3.59, 0.24, -1.31], [-5.10, 0.42, 2.27], [-4.69, -1.48, 3.88], [-2.31, -1.89, 4.63], [-0.03, 1.58, 5.85], [0.13, 0.00, 6.58], [0.82, 1.43, 7.40], [3.10, 1.26, 7.42], [5.29, 1.06, 6.25], [5.31, 0.47, 3.84], [3.82, -0.97, 2.07], [2.29, -0.12, 1.77], [3.82, 0.75, 1.66], [1.78, -5.10, -4.53], [1.28, -4.42, -3.46], [-0.05, -4.00, -3.40], [-0.46, -3.31, -2.28], [0.34, -3.01, -1.25], [1.58, -3.43, -1.34], [2.70, -3.01, 0.13], [2.13, -4.14, -2.40], [1.08, -5.21, -5.18], [-0.74, -4.20, -4.21], [-1.48, -2.96, -2.18], [3.16, -4.46, -2.41], [-4.57, -2.81, -2.11], [-3.87, -3.57, -0.70], [-4.37, -4.81, -0.30], [-3.83, -5.47, 0.76], [-4.49, -7.02, 1.24], [-2.73, -4.92, 1.47], [-2.09, -5.55, 2.56], [-1.02, -4.95, 3.16], [-0.58, -3.70, 2.67], [-1.16, -3.08, 1.67], [-2.23, -3.66, 1.07], [-2.82, -2.90, -0.04], [-2.37, -1.77, -0.37], [-5.20, -5.25, -0.85], [-2.46, -6.51, 2.91], [-0.52, -5.40, 4.00], [0.24, -3.18, 3.16], [-1.62, -0.50, -4.49], [-1.48, -0.33, -3.12], [-0.59, 0.50, -2.59], [0.19, 1.19, -3.42], [0.17, 1.05, -4.80], [-0.78, 0.19, -5.35], [1.14, 1.77, -5.64], [2.45, 1.89, -5.44], [3.30, 1.31, -4.38], [3.03, 0.11, -3.72], [3.95, -0.32, -2.78], [5.07, 0.36, -2.50], [5.22, 1.49, -3.18], [4.41, 2.00, -4.11], [-2.39, -1.17, -4.87], [-2.10, -0.88, -2.42], [0.86, 1.91, -2.97], [-0.85, 0.07, -6.42], [0.74, 2.26, -6.52], [3.02, 2.52, -6.12], [2.15, -0.47, -3.92], [3.79, -1.23, -2.23], [6.12, 2.07, -2.96], [0.61, 1.50, 0.21], [1.64, 2.35, 0.57], [2.63, 2.71, -0.35], [3.71, 3.49, 0.04], [3.83, 3.93, 1.35], [2.84, 3.59, 2.26], [1.75, 2.82, 1.89], [-0.28, 1.65, 0.71], [0.39, 1.47, -0.78], [2.55, 2.36, -1.38], [4.46, 3.75, -0.70], [4.68, 4.53, 1.66], [2.92, 3.90, 3.30], [1.01, 2.50, 2.61]],
  "charge": -2,
  "homo_energy_ha": -0.0921,
  "multiplicity": 1,
  "e_lumo_ev": 3.2
}

=====

2.
{
  "formula": "C8H12ClCuO4",
  "method": "ωB97M-V/def2-TZVPD",
  "symbols": ["Cu", "Cl", "O", "C", "O", "C", "C", "C", "H", "H", "H", "H", "H", "H", "O", "C", "O", "C", "C", "C", "H", "H", "H", "H", "H", "H"],
  "xyz": [[5.23, 1.30, -9.23], [5.92, 1.95, -11.46], [2.11, -0.97, -16.07], [3.04, -0.76, -15.37], [3.94, 0.23, -15.65], [4.96, 0.28, -14.67], [4.96, -1.10, -14.02], [3.48, -1.48, -14.10], [4.74, 1.08, -13.95], [5.97, 0.48, -15.04], [5.31, -1.18, -13.00], [5.57, -1.81, -14.59], [2.98, -1.01, -13.25], [3.16, -2.51, -14.22], [9.20, 6.20, -11.60], [8.03, 6.30, -11.96], [7.35, 7.37, -11.78], [5.98, 7.18, -12.28], [6.13, 6.00, -13.23], [7.21, 5.17, -12.57], [5.61, 8.08, -12.76], [5.34, 6.92, -11.44], [6.40, 6.30, -14.24], [5.20, 5.43, -13.23], [7.79, 4.53, -13.23], [6.85, 4.57, -11.72]],
  "s_squared": 0.76,
  "e_above_lowest_kcal_mol": 0.0,
  "charge": 1,
  "homo_energy_ha": [-0.4325, -0.4325],
  "multiplicity": 2,
  "e_lumo_ev": [-4.6, -9.2]
}

=====

3.
{
  "formula": "C2H4INS",
  "method": "ωB97M-V/def2-TZVPD",
  "symbols": ["H", "N", "C", "C", "S", "I", "H", "H", "H"],
  "xyz": [[2.15, 0.50, 1.50], [1.68, 0.55, 0.61], [0.67, -0.18, 0.40], [0.02, -0.18, -0.92], [-1.70, 1.05, -0.66], [-2.98, -0.43, 0.71], [-0.01, -0.65, 1.09], [-0.39, -1.04, -1.13], [0.56, 0.40, -1.60]],
  "smiles": "[H]/N=C/CSI",
  "e_above_lowest_kcal_mol": 22.7,
  "homo_energy_ha": -0.3254,
  "multiplicity": 1,
  "e_lumo_ev": -0.6
}

=====

4.
{
  "formula": "C32H25ClNO2PdS2",
  "method": "ωB97M-V/def2-TZVPD",
  "symbols": ["Pd", "S", "C", "N", "C", "C", "C", "C", "C", "C", "S", "H", "H", "H", "H", "Cl", "C", "C", "C", "C", "C", "C", "C", "O", "O", "H", "H", "H", "H", "C", "C", "C", "C", "C", "C", "C", "C", "C", "C", "H", "H", "H", "H", "H", "H", "H", "H", "H", "H", "H", "H", "C", "C", "C", "C", "C", "C", "C", "C", "H", "H", "H", "H", "H"],
  "xyz": [[-0.10, -0.25, 0.01], [2.32, 0.25, -0.85], [1.55, 1.70, -0.48], [0.25, 1.91, -0.53], [-0.08, 3.22, -0.32], [-1.37, 3.77, -0.33], [-1.52, 5.13, -0.12], [-0.42, 5.96, 0.09], [0.86, 5.43, 0.10], [1.02, 4.08, -0.11], [2.51, 3.17, -0.18], [-2.22, 3.14, -0.52], [-2.51, 5.55, -0.13], [-0.57, 7.01, 0.25], [1.72, 6.07, 0.25], [-1.28, -0.13, 8.70], [-1.16, -0.09, 6.97], [0.09, 0.03, 6.36], [0.18, 0.08, 4.99], [-0.99, 0.01, 4.18], [-2.24, -0.11, 4.84], [-2.33, -0.15, 6.20], [-0.90, 0.03, 2.77], [-2.08, -0.16, 2.11], [0.19, 0.18, 2.12], [0.98, 0.07, 6.97], [1.14, 0.16, 4.51], [-3.14, -0.18, 4.24], [-3.29, -0.25, 6.69], [-2.93, -0.75, -1.44], [-3.30, -0.52, 0.04], [-3.49, -1.90, 0.69], [-2.17, 0.24, 0.75], [-4.57, 0.31, 0.18], [-4.95, 0.76, 1.44], [-6.06, 1.57, 1.60], [-6.81, 1.95, 0.50], [-6.45, 1.50, -0.75], [-5.34, 0.69, -0.91], [-1.99, -1.32, -1.49], [-2.79, 0.20, -1.95], [-3.70, -1.33, -1.94], [-2.54, -2.43, 0.69], [-4.22, -2.49, 0.13], [-3.83, -1.82, 1.72], [-2.32, 1.33, 0.70], [-4.36, 0.49, 2.30], [-6.32, 1.93, 2.59], [-7.68, 2.58, 0.63], [-7.03, 1.78, -1.62], [-5.08, 0.36, -1.91], [0.20, -2.21, -0.51], [0.15, -3.43, -0.42], [0.07, -4.83, -0.28], [0.45, -5.41, 0.94], [0.36, -6.78, 1.11], [-0.09, -7.59, 0.07], [-0.45, -7.02, -1.14], [-0.38, -5.65, -1.32], [0.79, -4.78, 1.74], [0.64, -7.22, 2.05], [-0.15, -8.66, 0.21], [-0.81, -7.64, -1.94], [-0.67, -5.20, -2.26]],
  "s_squared": 6.04,
  "charge": -1,
  "homo_energy_ha": [-0.0821, -0.2020],
  "multiplicity": 5,
  "e_lumo_ev": [2.5, 0.2]
}

=====

5.
{
  "formula": "C22H32N5O10",
  "method": "ωB97M-V/def2-TZVPD",
  "symbols": ["C", "O", "O", "O", "H", "C", "C", "C", "C", "C", "C", "N", "O", "O", "H", "H", "H", "H", "H", "C", "C", "C", "C", "C", "C", "N", "O", "O", "H", "H", "H", "H", "H", "C", "O", "N", "C", "C", "H", "H", "H", "H", "H", "H", "H", "C", "O", "N", "C", "C", "H", "H", "H", "H", "H", "H", "H", "C", "O", "N", "C", "C", "H", "H", "H", "H", "H", "H", "H"],
  "xyz": [[0.05, 1.25, -0.17], [0.54, 0.73, -1.23], [-0.25, 0.27, 0.65], [-0.28, 2.47, 0.15], [0.11, -0.58, 0.22], [0.45, 1.22, 4.91], [-0.10, -0.20, 5.48], [-1.45, -0.69, 4.99], [-2.17, 0.05, 3.84], [-1.54, 1.23, 3.21], [-0.20, 1.77, 3.82], [-3.45, -0.45, 3.36], [-4.27, 0.34, 2.77], [-3.81, -1.63, 3.70], [1.50, 1.84, 5.25], [0.45, -0.52, 6.32], [-1.79, -1.59, 5.46], [-2.01, 1.86, 2.28], [0.26, 2.67, 3.53], [-4.73, -2.46, -0.59], [-5.46, -2.79, -1.80], [-5.09, -2.04, -3.14], [-3.87, -1.01, -3.08], [-3.18, -0.72, -1.76], [-3.64, -1.54, -0.53], [-3.56, -0.27, -4.35], [-4.08, -0.66, -5.41], [-2.68, 0.58, -4.32], [-4.92, -2.98, 0.45], [-6.20, -3.58, -1.66], [-5.61, -2.35, -4.17], [-2.29, 0.02, -1.61], [-3.16, -1.20, 0.37], [3.11, 2.26, 1.86], [3.96, 3.17, 1.91], [3.44, 1.00, 2.35], [2.54, -0.17, 2.35], [4.68, 0.58, 3.08], [2.13, 2.38, 1.20], [1.44, 0.27, 2.16], [2.61, -0.72, 3.18], [2.94, -0.68, 1.29], [4.39, 0.03, 4.04], [5.34, 1.45, 3.28], [5.09, -0.13, 2.33], [2.76, 4.35, -1.14], [2.86, 5.39, -0.38], [3.38, 4.30, -2.33], [3.40, 2.87, -2.93], [3.92, 5.44, -3.12], [2.30, 3.54, -0.83], [2.90, 2.87, -3.85], [2.81, 2.21, -2.42], [4.54, 2.62, -2.99], [4.38, 5.13, -3.98], [4.62, 6.03, -2.55], [2.98, 5.81, -3.37], [-0.45, -2.85, -1.25], [0.24, -2.85, -0.20], [-0.38, -3.88, -2.16], [-1.35, -3.91, -3.23], [0.43, -5.12, -1.89], [-1.11, -2.01, -1.39], [-1.24, -4.77, -4.23], [-1.55, -2.95, -3.49], [-2.32, -4.11, -2.83], [0.70, -5.37, -0.91], [1.18, -5.05, -2.62], [-0.23, -6.22, -1.88]],
  "e_above_lowest_kcal_mol": 30.7,
  "charge": -1,
  "homo_energy_ha": -0.1955,
  "multiplicity": 1,
  "e_lumo_ev": 1.1
}

=====

6.
{
  "formula": "C5H8NS",
  "method": "ωB97M-V/def2-TZVPD",
  "symbols": ["C", "C", "C", "C", "C", "N", "S", "H", "H", "H", "H", "H", "H", "H", "H"],
  "xyz": [[1.15, 0.06, 0.04], [3.23, 1.36, 0.03], [0.09, -0.85, -0.19], [-1.30, -0.49, 0.48], [-1.87, 0.64, -0.31], [2.20, 0.57, -0.06], [-1.08, 2.16, 0.06], [3.76, 1.59, -0.83], [3.68, 1.52, 0.93], [0.03, -0.98, -1.22], [0.49, -1.79, 0.04], [-1.78, -1.46, 0.47], [-1.38, -0.12, 1.58], [-1.91, 0.58, -1.35], [-2.87, 0.68, -0.14]],
  "e_above_lowest_kcal_mol": 105.6,
  "charge": 1,
  "homo_energy_ha": [-0.4930, -0.4707],
  "multiplicity": 1,
  "e_lumo_ev": [-6.1, -5.9]
}

=====

7.
{
  "formula": "C21H43N2P3STi",
  "method": "ωB97M-V/def2-TZVPD",
  "symbols": ["Ti", "P", "P", "P", "H", "C", "C", "H", "C", "C", "C", "C", "C", "C", "C", "C", "C", "H", "H", "H", "H", "H", "H", "H", "H", "H", "H", "H", "H", "H", "H", "H", "H", "H", "H", "H", "H", "H", "H", "H", "H", "H", "H", "H", "H", "H", "C", "C", "C", "C", "C", "C", "S", "H", "H", "H", "H", "H", "H", "C", "N", "C", "C", "N", "C", "H", "H", "H", "H", "H", "H"],
  "xyz": [[0.02, -0.21, -0.28], [-1.71, 1.68, 0.25], [-1.77, -1.65, 1.56], [1.79, 1.70, -0.45], [-1.10, -3.34, -0.47], [-0.22, -2.99, -1.01], [0.86, -2.48, -0.31], [1.04, -2.73, 0.74], [-2.83, 1.74, -1.18], [-2.85, 1.81, 1.70], [-1.17, 3.43, 0.31], [-1.71, -3.40, 2.08], [-2.04, -1.10, 3.29], [-3.49, -1.54, 0.91], [3.39, 0.85, -0.58], [2.15, 2.79, 0.96], [1.90, 2.84, -1.87], [-0.20, -3.22, -2.06], [1.77, -2.11, -0.81], [-3.50, 2.59, -1.06], [-3.41, 0.82, -1.27], [-2.23, 1.88, -2.09], [-3.47, 2.71, 1.57], [-2.30, 1.92, 2.64], [-3.53, 0.96, 1.80], [-2.07, 4.05, 0.37], [-0.62, 3.71, -0.59], [-0.56, 3.64, 1.20], [-2.70, -3.71, 2.44], [-0.98, -3.51, 2.89], [-1.41, -4.06, 1.28], [-2.88, -1.69, 3.70], [-2.27, -0.04, 3.40], [-1.15, -1.32, 3.89], [-4.08, -2.34, 1.37], [-3.47, -1.67, -0.18], [-3.96, -0.57, 1.11], [3.91, 1.24, -1.46], [3.30, -0.23, -0.69], [3.98, 1.09, 0.31], [3.02, 3.39, 0.68], [2.43, 2.20, 1.85], [1.32, 3.45, 1.22], [2.86, 2.63, -2.38], [1.95, 3.88, -1.50], [1.11, 2.72, -2.62], [0.55, -1.44, -4.14], [0.07, -0.74, -5.25], [0.59, -1.01, -6.53], [1.56, -2.02, -6.68], [1.86, -2.87, -5.60], [1.35, -2.59, -4.33], [0.58, -0.47, -2.50], [-0.89, -0.47, -1.72], [-0.67, 0.06, -5.11], [0.27, -0.47, -7.42], [2.05, -2.16, -7.65], [2.50, -3.74, -5.75], [1.61, -3.23, -3.48], [1.27, 1.48, 5.09], [1.18, 0.64, 3.92], [1.82, -0.60, 3.81], [1.59, -1.01, 2.54], [0.81, -0.06, 1.87], [0.56, 0.92, 2.76], [0.96, 0.92, 5.98], [2.29, 1.83, 5.26], [0.62, 2.36, 4.99], [2.42, -1.05, 4.61], [1.94, -1.91, 2.06], [-0.04, 1.84, 2.58]],
  "s_squared": 0.76,
  "e_above_lowest_kcal_mol": 12.7,
  "charge": 3,
  "homo_energy_ha": [-0.6354, -0.6381],
  "multiplicity": 2,
  "e_lumo_ev": [-10.3, -10.8]
}

=====

8.
{
  "formula": "C4H4Cl2N2O3",
  "method": "ωB97M-V/def2-TZVPD",
  "symbols": ["O", "C", "N", "C", "O", "N", "C", "O", "C", "Cl", "Cl", "H", "H", "H", "H"],
  "xyz": [[0.19, -0.67, -1.57], [-0.38, 0.40, -1.56], [-1.28, 0.82, -0.64], [-1.58, 0.35, 0.65], [-2.61, 0.64, 1.18], [-0.58, -0.41, 1.32], [0.76, -0.61, 0.85], [1.13, -1.91, 0.88], [1.61, 0.32, 0.36], [3.23, -0.19, -0.12], [1.33, 1.95, 0.40], [-0.46, 1.19, -2.29], [-1.90, 1.46, -1.10], [-0.83, -1.32, 1.69], [1.36, -2.04, -0.03]],
  "smiles": "O=CNC(=O)NC(O)=C(Cl)Cl",
  "e_above_lowest_kcal_mol": 34.3,
  "homo_energy_ha": -0.3209,
  "multiplicity": 1,
  "e_lumo_ev": 0.4
}

=====

9.
{
  "formula": "C32H30INO2PdS2",
  "method": "ωB97M-V/def2-TZVPD",
  "symbols": ["Pd", "C", "C", "C", "C", "C", "C", "C", "C", "C", "C", "C", "C", "C", "C", "C", "N", "H", "H", "H", "H", "H", "H", "H", "H", "H", "H", "O", "S", "C", "C", "C", "C", "S", "O", "C", "C", "C", "C", "C", "C", "C", "C", "C", "C", "C", "C", "H", "H", "H", "H", "H", "H", "H", "H", "H", "H", "H", "H", "H", "H", "H", "H", "H", "H", "I", "C", "H", "H"],
  "xyz": [[0.10, 0.16, 0.48], [-3.13, -2.63, 0.44], [-2.73, -3.56, 1.40], [-1.53, -3.39, 2.06], [-0.71, -2.29, 1.76], [-1.15, -1.33, 0.83], [-2.35, -1.51, 0.17], [0.60, -2.09, 2.36], [1.30, -3.16, 3.09], [2.46, -2.75, 3.81], [3.07, -1.54, 3.56], [4.30, -1.15, 4.16], [4.89, 0.02, 3.81], [4.27, 0.86, 2.86], [3.07, 0.54, 2.27], [2.43, -0.66, 2.62], [1.20, -0.95, 2.10], [-4.07, -2.77, -0.08], [-3.36, -4.40, 1.64], [-1.24, -4.11, 2.81], [-2.70, -0.78, -0.55], [0.66, -3.86, 3.61], [2.91, -3.45, 4.51], [4.76, -1.82, 4.88], [5.82, 0.33, 4.26], [4.75, 1.80, 2.59], [2.59, 1.20, 1.55], [1.62, 1.55, -0.50], [2.56, 1.60, -1.69], [3.90, 0.39, -1.36], [4.36, -0.31, -2.63], [3.34, -1.25, -3.27], [3.03, -2.50, -2.43], [1.34, -2.40, -1.82], [1.32, -1.10, -1.07], [1.39, -3.66, -0.54], [0.47, -4.72, -0.60], [0.38, -5.63, 0.46], [1.13, -5.45, 1.58], [2.03, -4.33, 1.72], [2.21, -3.51, 0.55], [3.50, 3.10, -1.46], [3.32, 3.85, -0.31], [4.06, 5.02, -0.16], [4.96, 5.41, -1.14], [5.11, 4.65, -2.29], [4.37, 3.49, -2.46], [3.46, -0.29, -0.64], [4.73, 0.92, -0.89], [5.27, -0.87, -2.40], [4.66, 0.43, -3.37], [3.71, -1.57, -4.25], [2.42, -0.70, -3.47], [3.69, -2.58, -1.56], [3.11, -3.43, -3.00], [-0.17, -4.82, -1.47], [-0.29, -6.48, 0.38], [1.05, -6.15, 2.41], [2.96, -4.59, 2.22], [2.92, -2.69, 0.58], [2.59, 3.54, 0.43], [3.93, 5.63, 0.73], [5.53, 6.32, -1.02], [5.80, 4.97, -3.07], [4.47, 2.91, -3.37], [-0.23, 2.88, 2.00], [-1.22, 1.05, 1.72], [-2.16, 1.21, 1.21], [-1.34, 0.55, 2.67]],
  "e_above_lowest_kcal_mol": 97.3,
  "charge": 2,
  "homo_energy_ha": [-0.4629, -0.4631],
  "multiplicity": 1,
  "e_lumo_ev": [-8.9, -8.9]
}

=====

The records above yield molecular weight values of 1057.8; 271.2; 201.0; 661.6; 526.5; 114.2; 496.4; 199.0; 758.1 Da, respectively.